# C2H12O4

A 4-piece molecular cluster, C2H12O4 overall (ωB97M-V/def2-TZVPD, the OMol25 dataset).

```
18
Properties=species:S:1:pos:R:3:forces:R:3
C -1.13423 -1.97907 0.61390 0.239 0.026 -0.507
O -0.45719 -0.79346 0.20652 0.021 0.776 0.290
C -0.15211 -3.09515 1.00864 0.071 1.088 -0.418
H -1.80374 -2.30360 -0.18608 -0.050 -0.101 0.018
H -1.74562 -1.65589 1.45337 -0.094 -0.174 0.059
H -0.10063 -0.80345 -0.69464 -0.169 -0.650 0.157
H 0.08521 -2.99780 2.06359 0.062 -0.377 0.100
H 0.76241 -2.89500 0.44595 0.055 -0.174 0.055
H -0.50073 -4.07693 0.72285 -0.193 -0.295 0.272
H -1.17761 1.56076 0.81926 -0.041 -0.213 0.047
H -0.89073 2.67486 1.82734 -0.198 -0.127 -0.029
O -1.51972 2.40214 1.14761 0.347 0.143 -0.029
H 1.28970 3.25630 -1.39364 -0.050 0.146 0.026
H 1.02682 3.27053 0.11167 0.195 -0.025 -0.306
O 1.73811 3.19877 -0.54459 -0.263 -0.159 0.195
H 1.40605 -0.34999 -3.04254 -0.055 -0.042 0.013
H 1.25985 0.49127 -1.76600 0.160 -0.311 -0.088
O 1.19392 -0.41634 -2.10644 -0.033 0.467 0.144
```
Forces are in eV/Å.

Summary:
HOMO level ... -10.1969 eV
Orbital gap ... 10.55 eV
E ... -384.3375 a.u.
SMILES ... CCO.O.O.O
ΔE to the lowest compared entry with this formula, charge and spin ... 14.68 kcal/mol
Total charge ... 0

***

# CH3NO4

A 2-piece molecular cluster, CH3NO4 overall (ωB97M-V/def2-TZVPD, the OMol25 dataset).

```
9
Properties=species:S:1:pos:R:3:forces:R:3
C -0.12520 1.06775 -0.93793 -3.809 -0.185 -6.745
N -0.26783 -1.11454 0.88096 0.115 2.952 -2.433
O 1.03918 -0.86537 0.75555 1.839 -1.339 0.856
O -0.60965 -1.91797 1.60713 -0.555 -4.221 3.651
O 0.69315 1.51578 -0.19417 5.350 3.077 4.899
O -0.98292 -0.44068 0.19386 -1.917 -0.713 0.395
H -1.15570 1.35052 -0.95025 -0.598 0.258 -0.113
H 0.24381 0.39648 -1.70146 -0.054 -0.272 -0.640
H 1.16515 0.00803 0.34631 -0.371 0.443 0.130
```
Forces are in eV/Å.

Summary:
HOMO level (spin up / spin down) ... -6.1019 / -11.5393 eV
Orbital gap (spin up / spin down) ... 6.76 / 8.46 eV
Spin multiplicity ... 3
E ... -395.2721 a.u.
ΔE to the lowest compared entry with this formula, charge and spin ... 32.52 kcal/mol
Total charge ... 0

***

# C3H6BrN2O

An isolated ion of composition C3H6BrN2O and charge +1 (ωB97M-V/def2-TZVPD, the OMol25 dataset).

```
13
Properties=species:S:1:pos:R:3:forces:R:3
C -0.32691 -0.58833 -1.04298 4.038 1.944 0.468
C 0.17314 0.19258 1.18642 -1.077 -0.339 -1.063
C 1.16816 0.87403 0.24359 2.214 -3.197 -1.880
N -0.74924 -0.53712 0.18650 -1.211 0.796 0.580
N 0.97955 0.07815 -1.09233 -4.757 -2.727 3.927
O -1.89063 -1.17142 0.68534 2.948 -0.698 0.691
Br -1.18673 -1.42056 -2.44695 0.357 0.290 0.464
H 0.45914 -0.63927 1.81499 0.635 0.352 0.493
H -0.38139 1.00419 1.69281 0.028 -0.940 0.058
H 0.78516 1.79108 -0.00102 -0.525 2.647 -0.175
H 2.31174 0.91366 0.45548 -2.307 -0.236 0.077
H 1.31384 0.34373 -1.94552 1.103 1.034 -2.555
H -2.65584 -0.84072 0.26367 -1.446 1.074 -1.084
```
Forces are in eV/Å.

Summary:
HOMO level ... -14.6367 eV
Orbital gap ... 10.66 eV
E ... -2876.3294 a.u.
SMILES ... ON1CC[NH+]=C1Br
ΔE to the lowest compared entry with this formula, charge and spin ... 13.17 kcal/mol
Total charge ... +1

***

# C6H8N3O2

An isolated ion of composition C6H8N3O2 and charge +1 (ωB97M-V/def2-TZVPD, the OMol25 dataset).

```
19
Properties=species:S:1:pos:R:3:forces:R:3
C 0.58833 1.55349 -0.50174 0.714 0.606 -1.074
C 0.99980 -0.41449 0.93346 -1.702 1.606 0.042
C -0.60143 -0.59188 -1.22930 7.969 9.338 -0.853
C -1.17125 0.85759 0.89160 -4.289 -0.723 0.758
C -0.83588 0.06600 2.17287 0.582 0.178 -2.297
C 0.34977 -0.62844 -2.31836 0.612 -4.010 -1.117
N 1.26717 2.42447 -0.89304 -1.640 -1.983 1.014
N 1.82290 -0.91847 0.26753 3.185 -2.083 -1.481
N -0.16153 0.44491 -0.03092 1.686 0.066 -2.077
O -1.51589 -1.24517 -0.99506 -8.842 -6.812 2.827
O 0.59524 -0.07824 2.08190 0.210 0.120 2.575
H -2.24124 0.58918 0.43517 2.321 0.596 1.260
H -1.18776 1.90187 1.15328 0.388 0.481 -0.547
H -1.13352 0.47488 3.08282 -0.085 1.027 1.376
H -1.20799 -0.89693 2.08946 -0.975 -1.979 0.044
H -0.23668 -0.81413 -3.28025 1.186 0.224 1.130
H 0.90689 0.25187 -2.30198 0.779 1.595 -0.412
H 1.10658 -1.48649 -2.03709 -1.198 1.213 -1.330
H 2.65650 -1.49003 0.47966 -0.900 0.539 0.161
```
Forces are in eV/Å.

Summary:
HOMO level (spin up / spin down) ... -10.6936 / -15.8953 eV
Orbital gap (spin up / spin down) ... 7.28 / 7.02 eV
Spin multiplicity ... 3
E ... -547.6039 a.u.
ΔE to the lowest compared entry with this formula, charge and spin ... 51.38 kcal/mol
Total charge ... +1